Entry 1:
An isolated molecule of C4H7N3O at a distorted geometry. Source: the Open Molecules 2025 dataset; level of theory: ωB97M-V with the def2-TZVPD basis set.

Last column: natural (NBO) charge in e.
Geometry (Å):
N (0.441, -0.931, 1.246)  -0.885
C (0.073, -0.875, -0.189)  -0.081
C (1.486, -0.625, -0.813)  -0.332
C (0.583, 0.582, -0.655)  -0.107
N (0.083, 1.415, 0.331)  -0.437
N (-1.266, 0.949, 0.213)  -0.527
C (-1.398, -0.408, -0.213)  0.668
O (-2.430, -0.932, -0.565)  -0.540
H (-0.225, -0.175, 1.707)  0.393
H (0.473, -2.170, 1.501)  0.401
H (2.213, -0.603, -0.007)  0.273
H (1.708, -0.804, -1.815)  0.229
H (0.002, 0.999, -1.405)  0.186
H (0.157, 2.275, -0.242)  0.364
H (-1.902, 1.305, 0.903)  0.396

Atoms 1-2, force components in eV/Å:
-1.30 -2.78 0.92
1.52 1.35 0.84

Its structure (SMILES) is N[C@]12C[C@@H]1NNC2=O. Its LUMO energy is 0.797 eV. As for the HOMO-LUMO gap: 9.2 eV. The value obtained for the max |F| is 5.47 eV/Å. Its HOMO energy is -8.4 eV. The relative energy (zero: lowest compared OMol25 entry of this formula, charge and spin) comes out at 171.2 kcal per mole.



Entry 2:
A structure of composition C34H43BF2GaGeN3OSe2Te. Source: the Open Molecules 2025 dataset; level of theory: ωB97M-V with the def2-TZVPD basis set.

Last column: natural (NBO) charge in e.
Geometry (Å):
Ga (-0.404, 0.617, -0.029)  1.550
Se (1.174, 3.699, 1.191)  -0.307
Se (-2.328, 2.363, -0.307)  -0.132
C (-3.175, 1.006, 0.669)  0.068
C (-4.491, 1.044, 1.162)  -0.278
C (-4.949, -0.006, 1.931)  -0.160
C (-4.108, -1.089, 2.204)  -0.297
C (-2.832, -1.056, 1.690)  0.061
N (-2.383, -0.041, 0.942)  -0.568
C (1.381, 3.199, -0.579)  0.059
C (2.084, 4.070, -1.469)  -0.290
C (2.283, 3.744, -2.784)  -0.174
C (1.805, 2.516, -3.267)  -0.319
C (1.137, 1.710, -2.387)  0.050
N (0.899, 2.020, -1.089)  -0.651
H (-5.106, 1.906, 0.945)  0.223
H (-5.956, 0.013, 2.333)  0.209
H (-4.439, -1.923, 2.809)  0.214
H (-2.121, -1.858, 1.874)  0.206
H (2.450, 4.999, -1.056)  0.228
H (2.812, 4.424, -3.446)  0.203
H (1.957, 2.203, -4.292)  0.210
H (0.782, 0.738, -2.701)  0.216
F (0.763, -2.713, -0.004)  -0.505
B (1.970, -2.153, 0.016)  1.040
F (2.687, -2.305, -1.086)  -0.503
C (-3.917, -1.444, -1.821)  -1.083
Ge (-2.025, -1.977, -1.932)  1.599
C (-1.735, -2.548, -3.796)  -1.082
C (-1.862, -3.602, -0.852)  -1.081
C (-0.928, -0.422, -1.641)  -1.183
H (-4.542, -2.185, -2.333)  0.215
H (-4.064, -0.468, -2.293)  0.233
H (-4.244, -1.369, -0.778)  0.226
H (-2.433, -3.347, -4.071)  0.216
H (-0.714, -2.917, -3.932)  0.222
H (-1.887, -1.704, -4.476)  0.222
H (-2.659, -4.282, -1.171)  0.218
H (-1.977, -3.403, 0.217)  0.224
H (-0.899, -4.091, -1.010)  0.230
H (-1.215, 0.274, -2.430)  0.183
C (-0.843, 1.452, 3.022)  -0.707
C (0.355, 0.572, 2.725)  0.681
O (1.075, 0.304, 3.726)  -0.766
N (0.623, 0.078, 1.500)  -1.234
Te (2.337, -1.447, 2.082)  1.224
C (4.104, -2.904, 2.422)  -0.264
C (3.966, -3.757, 3.532)  -0.058
C (2.759, -3.770, 4.464)  -0.643
C (4.975, -4.672, 3.852)  -0.240
C (6.132, -4.783, 3.103)  -0.002
C (7.212, -5.775, 3.459)  -0.627
C (6.269, -3.942, 2.002)  -0.239
C (5.290, -3.017, 1.659)  -0.038
C (5.565, -2.124, 0.471)  -0.646
C (3.661, 0.217, 2.130)  -0.358
C (3.910, 1.046, 1.029)  0.106
C (3.453, 0.757, -0.373)  -0.646
C (4.637, 2.217, 1.230)  -0.240
C (5.104, 2.589, 2.475)  0.019
C (5.804, 3.908, 2.688)  -0.628
C (4.884, 1.726, 3.543)  -0.254
C (4.171, 0.545, 3.403)  0.109
C (4.001, -0.336, 4.620)  -0.678
H (-0.551, 2.158, 3.797)  0.233
H (-1.652, 0.827, 3.409)  0.210
H (-1.187, 2.011, 2.158)  0.240
H (2.084, -2.936, 4.323)  0.227
H (3.091, -3.751, 5.505)  0.214
H (2.183, -4.690, 4.325)  0.214
H (4.842, -5.312, 4.724)  0.194
H (7.007, -6.250, 4.420)  0.209
H (8.188, -5.287, 3.520)  0.213
H (7.286, -6.561, 2.703)  0.213
H (7.172, -4.003, 1.396)  0.194
H (6.534, -2.359, 0.024)  0.205
H (5.580, -1.078, 0.781)  0.232
H (4.805, -2.240, -0.302)  0.223
H (2.407, 0.477, -0.387)  0.222
H (4.033, -0.047, -0.827)  0.214
H (3.558, 1.643, -0.999)  0.226
H (4.795, 2.876, 0.381)  0.207
H (5.967, 4.427, 1.741)  0.212
H (6.770, 3.771, 3.181)  0.206
H (5.193, 4.557, 3.323)  0.224
H (5.258, 1.995, 4.529)  0.196
H (4.442, 0.138, 5.498)  0.212
H (4.491, -1.300, 4.469)  0.221
H (2.942, -0.502, 4.824)  0.255

Atoms 1-2, force components in eV/Å:
0.02 0.45 -0.12
-0.06 -0.12 -0.12

Its LUMO energy (alpha / beta) is 2.216 / 2.194 eV. Its total charge is -1. As for the HOMO-LUMO gap (alpha / beta): 6.1 / 6.1 eV. The value obtained for the max |F| is 0.64 eV/Å. Its HOMO energy (alpha / beta) is -3.9 / -3.9 eV. As for the spin multiplicity: 2.



Entry 3:
A structure of composition C33H52N3O3P2Pd at a distorted geometry. Source: the Open Molecules 2025 dataset; level of theory: ωB97M-V with the def2-TZVPD basis set.

Last column: Mulliken spin population.
Geometry (Å):
C (-1.265, -1.587, -1.729)  0.029
C (0.731, -2.662, -0.996)  0.081
C (-1.441, -2.530, -2.745)  0.143
C (0.465, -3.740, -1.888)  0.213
C (-0.599, -3.651, -2.769)  -0.027
H (-2.264, -2.374, -3.444)  0.002
H (1.166, -4.570, -1.896)  0.000
H (-0.785, -4.449, -3.490)  0.003
N (-0.230, -1.673, -0.879)  0.206
P (-2.367, 0.021, 0.240)  0.326
P (2.365, -0.889, 0.356)  0.414
C (-2.242, -0.422, -1.544)  0.105
H (-1.848, 0.453, -2.075)  0.018
H (-3.225, -0.652, -1.969)  0.001
C (0.608, 1.207, 1.521)  0.051
O (1.001, 2.189, 1.998)  0.032
C (1.939, -2.488, -0.289)  0.482
H (2.638, -3.321, -0.263)  -0.038
C (3.474, -0.073, -0.984)  0.104
C (3.426, -1.262, 1.879)  0.078
C (-3.215, 1.725, 0.294)  0.064
C (-3.572, -1.357, 0.812)  0.060
C (3.565, 1.437, -0.714)  0.027
H (4.055, 1.666, 0.240)  0.001
H (4.166, 1.895, -1.517)  0.000
H (2.577, 1.908, -0.719)  -0.003
C (4.878, -0.687, -1.016)  0.037
H (5.463, -0.485, -0.113)  0.000
H (4.843, -1.768, -1.198)  -0.005
H (5.430, -0.240, -1.857)  0.011
C (2.850, -0.317, -2.361)  0.041
H (3.441, 0.228, -3.116)  0.002
H (2.861, -1.381, -2.626)  -0.010
H (1.821, 0.045, -2.415)  -0.013
C (4.190, 0.001, 2.307)  0.020
H (3.526, 0.867, 2.428)  -0.003
H (4.662, -0.193, 3.281)  0.001
H (4.992, 0.273, 1.613)  0.001
C (2.470, -1.678, 3.000)  0.041
H (1.761, -0.880, 3.242)  -0.017
H (1.889, -2.567, 2.732)  0.005
H (3.049, -1.908, 3.906)  -0.003
C (4.392, -2.429, 1.652)  0.027
H (5.139, -2.237, 0.879)  0.000
H (4.936, -2.606, 2.591)  0.011
H (3.857, -3.348, 1.401)  -0.004
C (-4.015, -0.984, 2.233)  0.038
H (-4.535, -1.846, 2.675)  0.002
H (-3.149, -0.761, 2.875)  -0.011
H (-4.716, -0.140, 2.249)  0.001
C (-2.861, -2.717, 0.843)  0.014
H (-2.580, -3.049, -0.164)  0.002
H (-1.979, -2.707, 1.492)  -0.005
H (-3.571, -3.460, 1.241)  -0.006
C (-4.793, -1.564, -0.105)  0.025
H (-5.426, -2.327, 0.372)  0.008
H (-5.412, -0.676, -0.247)  0.003
H (-4.509, -1.951, -1.092)  0.000
C (-2.512, 2.733, -0.624)  0.012
H (-2.531, 2.428, -1.676)  0.001
H (-3.048, 3.693, -0.551)  0.000
H (-1.473, 2.905, -0.327)  -0.001
C (-3.119, 2.264, 1.730)  0.019
H (-2.075, 2.413, 2.035)  -0.003
H (-3.620, 3.243, 1.770)  -0.001
H (-3.604, 1.616, 2.468)  -0.003
C (-4.676, 1.635, -0.161)  0.011
H (-4.768, 1.177, -1.155)  0.000
H (-5.317, 1.109, 0.554)  -0.001
H (-5.076, 2.656, -0.246)  0.014
Pd (0.008, -0.288, 0.651)  1.115
N (0.248, 1.522, -1.301)  0.041
C (0.436, 2.050, -2.331)  0.032
C (0.605, 2.767, -3.534)  -0.001
C (0.423, 4.162, -3.514)  -0.002
C (0.940, 2.093, -4.725)  -0.001
C (0.587, 4.885, -4.694)  0.000
H (0.165, 4.659, -2.574)  0.000
C (1.114, 2.836, -5.894)  0.001
H (1.060, 1.005, -4.722)  0.000
C (0.937, 4.224, -5.877)  0.001
H (0.446, 5.967, -4.680)  0.000
H (1.390, 2.325, -6.818)  0.000
H (1.073, 4.797, -6.797)  0.000
N (-0.142, 0.338, 5.718)  0.000
C (-1.022, 0.165, 4.535)  -0.009
C (-0.702, -1.283, 4.129)  0.001
O (-0.336, -2.018, 5.080)  0.032
O (-0.788, -1.572, 2.896)  0.154
H (-0.051, -0.639, 6.116)  0.000
H (-0.511, 1.031, 6.373)  0.000
H (0.789, 0.637, 5.412)  0.001
H (-2.070, 0.266, 4.849)  0.002
H (-0.804, 0.892, 3.746)  0.003

Atoms 1-2, force components in eV/Å:
0.12 0.19 0.30
-0.85 0.07 -0.32

Its LUMO energy (alpha / beta) is -8.181 / -12.985 eV. Its total charge is +3. As for the HOMO-LUMO gap (alpha / beta): 7.3 / 3.6 eV. The value obtained for the max |F| is 8.20 eV/Å. Its HOMO energy (alpha / beta) is -15.5 / -16.6 eV. As for the spin multiplicity: 5. The relative energy (zero: lowest compared OMol25 entry of this formula, charge and spin) comes out at 0.0 kcal per mole.